(1)
This record from OMol25 describes a molecular structure, C6H12O. The level of theory is the ωB97M-V functional and the def2-TZVPD basis.

```
! RIJCOSX wB97M-V def2-TZVPD def2/J DEFGRID3
* xyz 0 1
C 1.58213 -1.20392 1.22037
C 0.15017 -1.29528 0.69194
C 0.01995 -0.76546 -0.72386
C -1.28272 -0.23906 -1.26243
C -0.12246 0.69239 -1.06117
C -0.21609 1.74878 -0.01458
O -0.79751 2.94312 -0.46858
H 2.27566 -1.74567 0.56647
H 1.66625 -1.63264 2.22465
H 1.92078 -0.16257 1.26840
H -0.53361 -0.76550 1.36772
H -0.17448 -2.34433 0.69521
H 0.62567 -1.31855 -1.43924
H -1.58800 -0.48866 -2.27352
H -2.10738 -0.14559 -0.55576
H 0.37677 1.05088 -1.95941
H -1.06928 1.34205 0.82207
H 0.65235 1.91553 0.62209
H -1.37819 2.41448 0.27964
*
```

Results
HOMO level (hartree): -0.3679

Results of the Löwdin charge analysis, in e, for atoms 1 through 4: number 1, C, carries -0.10; number 2, C, carries -0.23; number 3, C, carries -0.27; number 4, C, carries -0.07



(2)
This record from OMol25 describes 2 unconnected molecules or ions with the total composition C6H12O. The level of theory is the ωB97M-V functional and the def2-TZVPD basis.

```
! RIJCOSX wB97M-V def2-TZVPD def2/J DEFGRID3
* xyz 0 1
C 1.91869 -0.85946 -0.41470
C 0.52984 -0.95967 0.14604
O 0.38037 -0.48073 1.42635
C 0.22847 2.31340 -0.50647
C -0.57593 2.45658 0.54195
C -1.89351 -1.58293 0.09541
C -0.50991 -1.51242 -0.48012
H 2.25154 0.18766 -0.44666
H 1.96632 -1.25911 -1.43099
H 2.62830 -1.41037 0.21393
H 0.88514 0.34099 1.50005
H 1.18603 2.82578 -0.57005
H -0.04097 1.66932 -1.34019
H -0.31839 3.09624 1.38329
H -1.53255 1.94253 0.59568
H -2.64991 -1.36560 -0.66745
H -2.00362 -0.86529 0.91372
H -0.33397 -1.95723 -1.45710
H -2.11594 -2.57968 0.49730
*
```

Results
Structure (SMILES): C/C=C(/C)O.C=C
HOMO level (hartree): -0.3129

Results of the Löwdin charge analysis, in e, for atoms 1 through 4: number 1, C, carries -0.04; number 2, C, carries -0.44; number 3, O, carries 0.00; number 4, C, carries -0.09



(3)
This record from OMol25 describes C6H12O in the gas phase. The level of theory is the ωB97M-V functional and the def2-TZVPD basis.

```
! RIJCOSX wB97M-V def2-TZVPD def2/J DEFGRID3
* xyz 0 1
C -0.33727 -0.91136 2.29371
C -0.92953 -1.22005 0.91989
C 0.01292 -0.78855 -0.19333
C -0.44758 -0.50521 -1.59931
C 0.35680 0.58475 -0.90331
C 0.35457 2.19947 -0.94186
O 1.71415 0.43650 -1.30563
H -1.02510 -1.16043 3.10826
H -0.09943 0.15523 2.35461
H 0.59197 -1.47105 2.45996
H -1.90806 -0.74301 0.80741
H -1.11571 -2.30789 0.84521
H 0.93758 -1.37589 -0.16205
H -1.53234 -0.47466 -1.73845
H 0.07102 -0.98834 -2.42599
H -0.27976 2.52207 -1.76626
H 1.35759 2.60633 -1.22986
H 0.10373 2.70746 -0.01233
H 2.17445 0.73462 -0.51067
*
```

Results
Structure (SMILES): CC[C@H]1C[C@]1(C)O
HOMO level (hartree): -0.3407

Results of the Löwdin charge analysis, in e, for atoms 1 through 4: number 1, C, carries -0.12; number 2, C, carries -0.24; number 3, C, carries -0.22; number 4, C, carries -0.05



(4)
This record from OMol25 describes C6H12O in the gas phase. The level of theory is the ωB97M-V functional and the def2-TZVPD basis.

```
! RIJCOSX wB97M-V def2-TZVPD def2/J DEFGRID3
* xyz 0 1
C 3.19011 -0.22186 0.36671
C 2.02095 0.34197 -0.44962
O 1.01547 1.11365 0.24922
C -0.15669 0.11819 0.18740
C -1.64439 -0.05838 0.61218
C -2.57407 -0.55810 -0.51114
C -2.79891 0.76977 0.13029
H 3.60040 -1.09022 -0.17211
H 4.01161 0.48408 0.51631
H 2.85394 -0.58073 1.34529
H 1.49045 -0.53118 -0.83025
H 2.38622 0.85435 -1.35114
H -0.21533 0.07380 -0.88760
H 0.32955 -0.68268 0.72585
H -1.81263 -0.62065 1.53461
H -2.19953 -0.59292 -1.53310
H -3.29272 -1.35221 -0.29656
H -2.54378 1.66673 -0.42078
H -3.66062 0.86637 0.78443
*
```

Results
Structure (SMILES): CCOCC1CC1
HOMO level (hartree): -0.3545

Results of the Löwdin charge analysis, in e, for atoms 1 through 4: number 1, C, carries -0.08; number 2, C, carries -0.31; number 3, O, carries -0.16; number 4, C, carries -0.11



(5)
This record from OMol25 describes C6H12O in the gas phase. The level of theory is the ωB97M-V functional and the def2-TZVPD basis.

```
! RIJCOSX wB97M-V def2-TZVPD def2/J DEFGRID3
* xyz 0 1
C 1.71473 -0.86218 0.05344
C 0.99280 0.28805 0.63294
O 1.27358 0.69870 1.89090
C 0.29093 1.29538 -0.21070
C -1.22609 1.15951 -0.04548
C -1.52639 -0.36183 -0.00354
C -1.20094 -1.20239 -1.12409
H 2.10719 -0.63408 -0.94855
H 1.00685 -1.71493 -0.11345
H 2.55191 -1.19289 0.68200
H 1.72225 -0.01744 2.36050
H 0.61546 2.30711 0.06785
H 0.53471 1.11179 -1.26701
H -1.54346 1.62338 0.90027
H -1.75082 1.65522 -0.87101
H -2.56796 -0.51492 0.30924
H -0.80342 -0.62678 0.88116
H -1.98489 -1.73173 -1.65377
H -0.20643 -1.27998 -1.54071
*
```

Results
HOMO level (spin up / spin down) (hartree): -0.2321 / -0.2812

Results of the Löwdin charge analysis, in e, for atoms 1 through 4: number 1, C, carries -0.06; number 2, C, carries -0.43; number 3, O, carries 0.04; number 4, C, carries -0.17



(6)
This record from OMol25 describes C6H12O in the gas phase. The level of theory is the ωB97M-V functional and the def2-TZVPD basis.

```
! RIJCOSX wB97M-V def2-TZVPD def2/J DEFGRID3
* xyz 0 1
C 2.01836 1.14970 -0.49913
C 0.49023 1.11274 -0.57203
C 0.01617 -0.21785 -1.11818
O -1.36160 -0.32430 -0.80649
C -1.21133 -0.42503 0.60563
C -1.17510 -2.00808 0.81441
C -0.27449 1.02212 0.76687
H 2.45249 0.84538 -1.46082
H 2.38963 0.45194 0.26068
H 2.41230 2.14373 -0.26342
H 0.12471 1.93011 -1.20611
H 0.18717 -0.41159 -2.18009
H 0.47684 -0.89235 -0.36508
H -2.09850 -0.12779 1.14503
H -2.21308 -2.33652 0.61917
H -0.91406 -2.38514 1.80479
H -0.58180 -2.56173 0.07045
H 0.36263 1.29156 1.62674
H -1.10058 1.74311 0.75758
*
```

Results
Structure (SMILES): C[C@H]1CO[C@@H](C)C1
HOMO level (hartree): -0.3561

Results of the Löwdin charge analysis, in e, for atoms 1 through 4: number 1, C, carries -0.07; number 2, C, carries -0.37; number 3, C, carries -0.22; number 4, O, carries -0.13



> What is the formula in the fourth record?

C6H12O